(1)
The following is a DFT calculation (ωB97M-V/def2-TZVPD) of a cluster of 2 separate species, C2H4ClP in total in a non-equilibrium geometry.

XYZ file:
```
8
Properties=species:S:1:pos:R:3:forces:R:3
Cl -3.0543 4.2148 0.6196 -0.97 -0.54 0.66
P -1.5872 5.0308 -0.3771 0.97 0.53 -0.66
C -0.5500 -0.0829 -0.3255 -1.44 0.18 -0.10
C 0.6111 -0.2917 0.2168 3.38 1.17 0.05
H -1.3819 -0.6301 0.1059 -0.32 0.17 -0.44
H 1.5204 0.3571 -0.1914 -1.75 -1.77 1.22
H 0.7280 -0.9943 1.0701 0.24 0.62 -0.83
H -0.7068 0.6671 -1.1003 -0.10 -0.36 0.11
```
Positions in Å, forces in eV/Å.

Total charge = 0
HOMO-LUMO gap (spin up / spin down) = 7.02 / 7.03 eV
2S+1 = 1
E_HOMO (spin up / spin down) = -8.30 / -8.30 eV

Löwdin atomic charge list, values in e, 6 entries: Cl -0.071; P 0.071; C -0.121; C -0.120; H 0.046; H 0.092

***

(2)
The following is a DFT calculation (ωB97M-V/def2-TZVPD) of the molecule C4H6O2 in a non-equilibrium geometry.

XYZ file:
```
12
Properties=species:S:1:pos:R:3:forces:R:3
O -1.4207 -1.0953 0.3592 0.40 -0.08 -0.25
O 1.3985 1.1926 2.2227 -0.65 -0.13 -0.41
C -0.5284 -0.5331 -0.2361 0.12 -0.51 0.04
C 0.0223 0.7551 0.2942 -0.04 0.13 -0.01
C 0.4489 0.6075 1.7576 0.08 0.24 -0.01
C 0.0363 -0.9613 -1.5421 0.02 -0.33 -0.19
H 0.5324 -0.1511 -2.0859 -0.18 -0.18 0.13
H -0.0336 -0.2118 2.3253 -0.21 0.26 -0.13
H -0.9108 1.2004 -0.1194 0.34 1.28 1.39
H 0.7947 -1.6857 -1.2356 0.12 -0.17 -0.38
H 0.8521 1.2178 -0.2444 -0.08 -0.32 -0.07
H -0.7313 -1.4395 -2.1417 0.10 -0.19 -0.11
```
Positions in Å, forces in eV/Å.

Total charge = 0
HOMO-LUMO gap = 10.55 eV
2S+1 = 1
E_HOMO = -9.86 eV
SMILES string = CC(=O)CC=O

Löwdin atomic charge list, values in e, 6 entries: O 0.081; O 0.052; C -0.514; C -0.077; C -0.223; C -0.006

***

(3)
The following is a DFT calculation (ωB97M-V/def2-TZVPD) of a structure of composition C16H18N2O4S in a non-equilibrium geometry.

XYZ file:
```
41
Properties=species:S:1:pos:R:3:forces:R:3
S -2.7419 0.3808 0.1649 3.08 -0.34 1.64
O 5.6668 -1.6171 0.6518 -3.26 -0.60 -1.03
O 0.0487 3.5559 -2.9896 4.15 -1.22 -4.61
O 1.6144 0.7149 -0.7498 3.07 3.71 -3.58
O -2.9393 2.4130 -1.4620 -0.99 1.51 -1.87
N -0.9491 1.6731 -1.4149 7.19 -4.23 2.17
N 1.8476 -1.2846 0.0744 6.07 -7.02 -0.48
C 1.1878 -0.3165 -0.3288 -0.35 3.95 -0.31
C 3.1259 -1.5905 -0.4866 3.71 12.09 8.01
C -0.2426 -2.1914 2.1245 3.78 2.77 -0.20
C -0.0693 -0.2998 0.0080 -12.68 1.18 4.15
C -1.9070 4.2990 -3.5365 -8.78 -2.99 5.21
C -3.1263 -1.5163 2.2494 4.67 6.37 2.41
C -0.7221 -1.0339 1.2376 0.42 -0.66 -2.03
C -1.9802 -0.7087 1.4453 -5.44 0.11 -2.10
C -1.2236 4.9927 -4.2888 12.18 -4.12 -2.27
C 0.1154 4.2434 -4.2349 -1.76 3.34 2.55
C 4.0577 -1.5793 0.8724 3.11 -3.09 -2.46
C -1.8098 2.5074 -1.9440 -1.17 -1.75 3.10
C -1.2007 -2.3776 3.4392 7.54 -4.92 -4.71
C -1.0945 0.6768 -0.4364 -0.30 -1.47 -0.25
C -1.1698 3.3342 -2.8812 -6.97 2.52 1.58
C -2.4304 -2.6281 2.8434 -4.78 -3.20 3.64
H -2.9734 -2.9586 3.8054 -0.58 -0.47 -1.85
H 1.1150 4.4947 -4.4524 0.87 0.49 -0.49
H 3.7622 -0.4682 -0.9764 -2.73 -3.19 1.13
H 0.1414 1.6727 -1.5597 -2.29 0.46 -0.24
H 0.1396 -3.0229 1.4029 -1.18 0.62 1.82
H 0.7237 -1.6223 2.4754 -1.01 -1.74 0.05
H -1.2718 5.7273 -4.8613 -1.27 6.26 -4.93
H 3.9247 -2.5733 1.3469 -0.31 0.83 0.40
H 3.4313 -2.2121 -1.0996 1.41 -6.85 -5.78
H -2.9478 4.6930 -3.4226 0.54 -1.69 0.60
H 4.0030 -0.7353 1.5087 -0.75 0.69 0.35
H 5.7695 -2.2858 -0.0686 0.08 0.77 0.87
H 1.5385 -2.0131 0.6669 -1.05 -0.32 0.28
H -2.2885 -3.3836 2.1126 -0.46 -1.26 -0.43
H -3.4932 -0.6725 2.9917 1.15 -1.62 -0.29
H -4.0451 -1.6119 1.8836 -3.23 -1.31 -2.96
H -0.5321 -3.1268 4.0035 -2.09 0.35 -0.52
H -1.0547 -1.5486 3.8856 0.40 6.05 3.43
```
Positions in Å, forces in eV/Å.

Total charge = 0
HOMO-LUMO gap = 7.27 eV
2S+1 = 1
E_HOMO = -7.77 eV

Löwdin atomic charge list, values in e, 6 entries: S 1.104; O -0.163; O 0.120; O 0.092; O -0.006; N 0.092

***

(4)
The following is a DFT calculation (ωB97M-V/def2-TZVPD) of a structure of composition C9H38N9O13 in a non-equilibrium geometry.

XYZ file:
```
69
Properties=species:S:1:pos:R:3:forces:R:3
O 1.9925 0.9354 -1.1237 -2.17 -10.54 5.19
O 1.9668 -1.9786 0.2270 1.97 -5.46 -10.39
O -0.0907 2.4667 -2.1170 -7.86 0.44 -3.32
O 1.9043 2.5793 -2.1845 6.07 7.37 -4.63
O 0.0866 0.0330 -0.3254 6.80 -0.93 7.71
O -3.0396 -0.3156 4.0237 2.31 -0.90 -0.08
O 2.0101 0.1668 0.8897 -2.74 1.77 -1.88
O -0.5743 -2.9457 -3.5015 -0.97 0.97 1.14
O 1.3872 -1.7308 1.8242 3.29 1.23 12.57
O 3.4518 1.8505 0.7290 1.64 2.54 0.67
O -1.6309 2.5465 1.2027 0.39 1.34 -0.62
O 4.7181 0.8640 -1.3507 1.27 -0.15 -1.08
O -1.8762 -0.8764 0.1166 -5.92 3.34 1.79
N 0.4535 -1.4229 -2.2626 3.13 2.16 -1.92
N -0.5260 -2.1665 1.5490 -11.28 -1.47 -1.14
N -1.1956 0.6221 -1.8589 -4.02 -2.55 -1.74
N -2.1133 2.2281 -2.9250 -3.38 3.06 -2.42
N 0.2821 2.6510 -0.0401 2.05 -0.42 4.90
N -1.2879 -2.2750 -1.4182 -1.71 -3.17 -0.26
N -1.1986 4.0732 -0.4892 -2.93 3.58 -0.79
N 3.5615 -3.0838 -0.8877 2.23 -4.07 1.23
N 2.8864 -1.2635 -1.6952 0.23 1.28 -1.40
C -1.1060 1.8153 -2.2144 -0.42 0.48 -2.28
C -2.4911 -1.0116 2.8991 -0.41 -0.22 -1.71
C 1.4156 0.3620 -0.1821 3.65 1.10 1.73
C -0.9563 -1.2370 2.6751 -0.76 0.46 3.16
C -0.8745 3.0934 0.3496 -1.15 -2.20 1.07
C 2.7203 -2.0912 -0.6723 2.77 0.23 -4.29
C -0.5121 -2.2265 -2.4637 0.16 -3.87 -3.94
C -4.3833 -0.6179 4.1748 -0.58 1.97 0.68
C -0.1652 0.1041 2.5847 -1.09 0.00 -0.55
H -0.8137 -1.6006 0.7635 1.66 -1.05 1.20
H -1.1172 -1.6132 -0.6746 0.90 -1.31 -2.71
H 2.2598 -0.4713 -1.6923 1.61 -0.47 -1.19
H 0.6442 1.8319 0.4269 -0.22 1.73 0.33
H 0.9309 -1.1817 -3.1194 0.33 -0.02 0.49
H -2.0797 3.1995 -3.1996 -0.35 -0.25 -0.05
H -0.0385 -0.2191 0.5924 -1.03 0.02 1.04
H -2.3368 -1.7002 -0.0430 -1.17 0.07 0.82
H -4.7172 0.0199 4.9932 -0.06 0.18 0.13
H 3.6875 -3.7748 -0.1619 0.06 0.12 -0.17
H 3.7707 0.8574 -1.4870 0.02 0.18 0.12
H -2.0469 4.6066 -0.3630 0.12 -0.36 0.17
H -2.9989 1.7443 -2.9665 0.32 0.27 0.03
H -4.6850 -1.6069 4.5197 0.39 -0.54 -0.75
H -0.7214 4.2301 -1.3655 0.16 -0.02 0.64
H 0.4391 -1.8156 1.9246 4.68 -0.83 1.58
H 2.7944 1.2037 0.4726 1.53 0.71 0.94
H 1.4983 -1.1859 1.0451 -0.35 0.25 2.93
H -0.6087 0.7498 1.8268 -0.55 0.38 0.32
H -2.1780 -2.7241 -1.5802 0.08 -0.11 0.26
H 0.8474 -0.1456 2.2676 -0.32 0.26 1.12
H 3.7316 -1.2861 -2.2475 -0.39 0.42 0.16
H -0.1130 0.7208 3.4819 -0.39 -0.38 0.14
H 0.9719 2.6046 -2.3993 3.60 0.25 -2.04
H 4.8676 0.2055 -0.6724 -0.13 0.13 0.36
H -0.4598 0.2807 -1.2571 -2.49 0.78 -2.17
H -2.5679 -0.2151 0.1387 -0.04 1.05 0.21
H -0.5551 -1.7308 3.5601 -0.07 -0.13 0.17
H 4.2471 -3.0482 -1.6286 -0.32 -0.11 0.39
H 0.5062 2.9009 -0.9928 1.71 0.12 1.74
H -2.0940 0.1737 -1.9680 0.53 -0.13 -0.15
H -3.1018 -1.9080 2.7910 0.50 -0.88 0.24
H -4.8640 -0.1884 3.2958 -0.79 -0.78 -0.27
H -1.1857 -2.9159 1.3964 -0.44 -0.94 0.78
H 2.0106 1.7783 -1.6713 0.04 4.54 -2.98
H 3.5498 2.4111 -0.0406 0.35 0.38 -0.03
H -2.7303 -0.5194 1.9564 -0.69 0.90 0.58
H 0.4411 -0.8167 -1.4549 0.62 -1.80 -1.76
```
Positions in Å, forces in eV/Å.

Total charge = -1
HOMO-LUMO gap = 5.22 eV
2S+1 = 1
E_HOMO = -3.52 eV

Löwdin atomic charge list, values in e, 6 entries: O 0.044; O 0.044; O 0.001; O -0.042; O 0.040; O -0.158

***

Here are the calculated relative energy (zero: lowest compared OMol25 entry of this formula, charge and spin) numbers, same order: 2.373; 1.391; 13.954; 31.175 (eV).